[1]
A single C6H6O4S molecule. Source: the Open Molecules 2025 dataset; level of theory: ωB97M-V/def2-TZVPD.

Properties
LUMO level (alpha / beta) = -1.19 / -1.19 eV
HOMO-LUMO gap (alpha / beta) = 6.5 / 6.5 eV
energy above the lowest of the compared OMol25 structures with the same formula, charge and spin = 86.3 kcal per mole

CARTESIAN COORDINATES (ANGSTROEM)
C (-0.62, -1.26, 0.01)
C (-1.81, -0.65, -0.25)
C (-2.13, 0.83, -0.07)
C (-1.10, 1.78, -0.34)
C (1.23, 0.39, 0.18)
C (2.75, 0.25, 0.21)
O (-3.26, 1.09, 0.35)
O (0.65, -0.76, 0.33)
O (-2.83, -1.56, -0.41)
O (3.19, -1.11, 0.16)
S (0.59, 1.81, -0.42)
H (-0.45, -2.31, 0.09)
H (-1.40, 2.85, -0.22)
H (3.23, 0.57, 1.24)
H (3.16, 0.80, -0.58)
H (-3.64, -1.04, -0.43)
H (2.44, -1.67, 0.15)

---

[2]
A molecular structure, C53H45Cl3N4O5STc. Source: the Open Molecules 2025 dataset; level of theory: ωB97M-V/def2-TZVPD.

Properties
multiplicity = 2
net charge = +2
LUMO level (alpha / beta) = -8.76 / -8.19 eV
expectation value of S² = 1.180
HOMO-LUMO gap (alpha / beta) = 4.1 / 4.6 eV
energy above the lowest of the compared OMol25 structures with the same formula, charge and spin = 42.5 kcal per mole

CARTESIAN COORDINATES (ANGSTROEM)
Tc (-0.11, 1.62, -1.26)
C (0.47, -1.64, 2.81)
C (0.87, -0.29, 3.43)
C (1.44, -0.46, 4.83)
O (1.82, 0.39, 2.62)
C (1.09, 1.03, 1.61)
C (-0.25, 1.39, 2.32)
O (-0.24, 0.60, 3.47)
C (-1.57, 1.22, 1.42)
O (-1.21, 1.04, 0.13)
C (-2.46, 0.07, 1.90)
C (-2.96, -0.83, 0.97)
C (-3.83, -1.84, 1.34)
C (-4.20, -1.97, 2.67)
C (-3.71, -1.09, 3.61)
C (-2.85, -0.07, 3.23)
C (-2.35, 2.55, 1.51)
C (-3.56, 2.71, 2.17)
C (-4.16, 3.96, 2.24)
C (-3.57, 5.06, 1.63)
C (-2.38, 4.90, 0.94)
C (-1.78, 3.66, 0.88)
C (1.84, 2.24, 0.97)
O (1.18, 2.60, -0.18)
C (3.30, 1.95, 0.56)
C (3.93, 2.94, -0.20)
C (5.22, 2.75, -0.65)
C (5.90, 1.58, -0.35)
C (5.27, 0.60, 0.40)
C (3.97, 0.77, 0.85)
C (1.94, 3.42, 1.94)
C (2.45, 3.23, 3.22)
C (2.52, 4.29, 4.10)
C (2.13, 5.56, 3.70)
C (1.65, 5.76, 2.41)
C (1.57, 4.69, 1.53)
H (1.36, -2.25, 2.68)
H (-0.02, -1.50, 1.84)
H (-0.21, -2.15, 3.48)
H (2.38, -1.01, 4.77)
H (0.74, -1.02, 5.44)
H (1.62, 0.51, 5.27)
H (0.90, 0.31, 0.79)
H (-0.22, 2.45, 2.64)
H (-2.67, -0.72, -0.07)
H (-4.22, -2.51, 0.60)
H (-4.89, -2.75, 2.96)
H (-4.01, -1.18, 4.64)
H (-2.49, 0.62, 3.98)
H (-4.04, 1.87, 2.64)
H (-5.09, 4.07, 2.77)
H (-4.04, 6.03, 1.69)
H (-1.92, 5.74, 0.45)
H (-0.84, 3.54, 0.35)
H (3.41, 3.85, -0.42)
H (5.69, 3.51, -1.25)
H (6.91, 1.43, -0.70)
H (5.79, -0.32, 0.64)
H (3.50, 0.00, 1.43)
H (2.80, 2.25, 3.52)
H (2.91, 4.14, 5.10)
H (2.20, 6.39, 4.39)
H (1.36, 6.74, 2.09)
H (1.20, 4.85, 0.53)
Cl (-0.26, -5.52, 3.21)
C (-0.35, -5.15, 1.54)
C (-1.27, -4.21, 1.09)
C (-1.33, -3.92, -0.26)
C (-0.49, -4.53, -1.18)
C (-0.64, -4.23, -2.66)
C (0.61, -3.50, -3.23)
N (0.89, -2.23, -2.61)
C (2.10, -1.84, -2.14)
C (1.97, -0.56, -1.69)
N (0.67, -0.17, -1.88)
C (0.04, -1.21, -2.43)
O (-0.82, -5.43, -3.37)
C (-1.79, -5.40, -4.40)
C (-3.17, -5.20, -3.84)
C (-3.86, -4.01, -3.83)
Cl (-3.35, -2.53, -4.50)
S (-5.41, -4.14, -3.06)
C (-5.11, -5.79, -2.71)
C (-3.91, -6.21, -3.18)
C (0.42, -5.48, -0.71)
Cl (1.46, -6.33, -1.79)
C (0.49, -5.79, 0.64)
H (-1.94, -3.72, 1.78)
H (-2.06, -3.20, -0.61)
H (-1.51, -3.57, -2.79)
H (0.46, -3.36, -4.30)
H (1.48, -4.16, -3.08)
H (2.96, -2.48, -2.17)
H (2.70, 0.09, -1.25)
H (-1.00, -1.22, -2.71)
H (-1.72, -6.38, -4.87)
H (-1.57, -4.62, -5.14)
H (-5.86, -6.36, -2.19)
H (-3.54, -7.21, -3.06)
H (1.19, -6.53, 0.99)
N (2.50, 1.38, -7.17)
C (2.16, 1.96, -6.24)
C (1.74, 2.68, -5.09)
C (1.89, 4.06, -5.00)
C (1.45, 4.67, -3.84)
C (0.90, 3.90, -2.83)
N (0.76, 2.56, -2.90)
C (1.17, 1.98, -4.03)
H (2.34, 4.62, -5.80)
H (1.53, 5.74, -3.71)
H (0.56, 4.37, -1.91)
H (1.05, 0.90, -4.11)

---

[3]
8 unconnected molecules or ions with the total composition C7H28BrN14O7. Source: the Open Molecules 2025 dataset; level of theory: ωB97M-V/def2-TZVPD.

Properties
net charge = -1
LUMO level = 1.66 eV
HOMO-LUMO gap = 7.7 eV
energy above the lowest of the compared OMol25 structures with the same formula, charge and spin = 131.0 kcal per mole

CARTESIAN COORDINATES (ANGSTROEM)
Br (0.03, 0.22, 0.01)
C (1.57, 5.03, 1.49)
O (1.69, 6.19, 1.83)
N (1.30, 4.76, 0.23)
N (1.65, 3.98, 2.18)
H (1.23, 5.53, -0.42)
H (1.33, 3.76, 0.06)
H (1.60, 3.99, 3.19)
H (1.74, 3.14, 1.63)
C (-4.97, 2.89, -0.64)
O (-5.50, 3.96, -0.99)
N (-3.67, 2.79, -0.77)
N (-5.46, 1.78, -0.26)
H (-3.07, 1.99, -0.61)
H (-3.15, 3.63, -0.99)
H (-4.88, 1.07, 0.17)
H (-6.40, 1.84, 0.10)
C (2.30, -0.78, 5.01)
O (3.00, -0.61, 6.02)
N (2.79, -0.71, 3.83)
N (1.10, -1.15, 4.95)
H (3.79, -0.71, 3.71)
H (2.13, -0.57, 3.08)
H (0.63, -1.14, 5.84)
H (0.63, -1.24, 4.06)
C (-4.52, 0.44, 3.74)
O (-5.38, 0.19, 4.64)
N (-4.10, -0.49, 2.92)
N (-3.92, 1.62, 3.56)
H (-4.50, -1.41, 2.95)
H (-3.27, -0.24, 2.39)
H (-3.19, 1.93, 2.93)
H (-4.37, 2.27, 4.19)
C (1.85, -5.60, 1.12)
O (2.41, -6.41, 1.80)
N (2.16, -4.39, 1.22)
N (0.98, -5.88, 0.19)
H (2.65, -4.10, 2.05)
H (1.67, -3.72, 0.64)
H (0.81, -5.32, -0.63)
H (0.69, -6.85, 0.20)
C (3.29, 2.83, -4.97)
O (4.19, 3.48, -5.39)
N (2.25, 2.35, -5.69)
N (3.14, 2.55, -3.64)
H (1.56, 1.83, -5.16)
H (2.42, 2.13, -6.66)
H (2.42, 1.95, -3.27)
H (3.92, 2.52, -3.01)
C (0.35, -4.05, -4.56)
O (-0.55, -4.32, -3.78)
N (0.86, -2.91, -4.49)
N (0.73, -4.83, -5.58)
H (0.69, -2.36, -3.66)
H (1.53, -2.56, -5.15)
H (0.16, -5.66, -5.57)
H (1.62, -4.64, -6.03)

---

[4]
A molecular structure, C27H51BrF3INO. Source: the Open Molecules 2025 dataset; level of theory: ωB97M-V/def2-TZVPD.

Properties
net charge = +1
LUMO level = -3.47 eV
HOMO-LUMO gap = 8.3 eV

CARTESIAN COORDINATES (ANGSTROEM)
C (-0.36, 5.87, 3.74)
C (-0.14, 5.31, 2.24)
C (0.13, 3.73, 2.31)
C (-0.29, 3.06, 0.90)
C (0.98, 2.57, 0.07)
C (1.01, 0.96, -0.18)
N (2.31, 0.34, 0.16)
C (3.27, -0.07, -0.93)
C (3.08, 0.46, -2.42)
C (4.39, 0.02, -3.25)
C (5.29, 1.28, -3.67)
Br (3.99, -1.08, -4.86)
C (2.94, -1.64, -1.07)
C (1.90, -2.00, 0.15)
C (1.89, -3.49, 0.71)
C (0.68, -4.38, 0.09)
C (-0.49, -4.63, 1.14)
C (-1.95, -4.67, 0.52)
C (-2.27, -3.50, -0.52)
C (-3.54, -2.61, -0.09)
C (-3.39, -1.08, -0.58)
C (-4.79, -0.49, -1.04)
C (-4.79, 1.09, -1.28)
C (-4.39, 1.49, -2.79)
O (-3.17, 0.80, -3.16)
C (-2.02, 1.41, -2.54)
C (2.39, -0.80, 1.14)
I (4.44, -1.61, 1.58)
C (1.90, -0.71, 2.63)
C (0.49, -0.08, 2.97)
C (-0.77, -0.99, 2.70)
F (-0.94, -2.03, 3.63)
F (-0.88, -1.49, 1.41)
F (-1.91, -0.15, 2.89)
H (0.65, 6.22, 4.17)
H (-1.08, 6.74, 3.72)
H (-0.72, 5.05, 4.43)
H (0.80, 5.79, 1.81)
H (-1.05, 5.56, 1.61)
H (1.22, 3.51, 2.58)
H (-0.48, 3.29, 3.17)
H (-0.99, 2.20, 1.18)
H (-0.92, 3.78, 0.28)
H (1.92, 2.96, 0.56)
H (0.92, 3.08, -0.96)
H (0.70, 0.85, -1.28)
H (0.11, 0.56, 0.38)
H (2.88, 1.06, 0.65)
H (4.36, 0.25, -0.75)
H (2.99, 1.60, -2.50)
H (2.17, 0.05, -2.97)
H (5.03, -0.63, -2.57)
H (6.38, 0.94, -3.74)
H (5.18, 2.13, -2.94)
H (5.00, 1.57, -4.74)
H (3.78, -2.38, -1.27)
H (2.26, -1.85, -1.97)
H (0.90, -1.86, -0.37)
H (2.88, -4.04, 0.53)
H (1.73, -3.51, 1.84)
H (1.15, -5.39, -0.16)
H (0.36, -3.93, -0.90)
H (-0.30, -5.66, 1.60)
H (-0.42, -3.91, 2.03)
H (-2.70, -4.55, 1.38)
H (-2.14, -5.68, 0.05)
H (-2.57, -4.01, -1.50)
H (-1.40, -2.80, -0.74)
H (-3.70, -2.61, 1.04)
H (-4.47, -3.02, -0.62)
H (-2.99, -0.43, 0.26)
H (-2.67, -1.04, -1.45)
H (-5.56, -0.70, -0.21)
H (-5.14, -0.97, -2.00)
H (-4.12, 1.64, -0.54)
H (-5.84, 1.49, -1.11)
H (-4.21, 2.62, -2.88)
H (-5.27, 1.20, -3.46)
H (-1.45, 2.02, -3.32)
H (-2.29, 2.13, -1.69)
H (-1.32, 0.61, -2.12)
H (1.93, -1.76, 3.07)
H (2.68, -0.13, 3.23)
H (0.48, 0.14, 4.10)
H (0.38, 0.93, 2.48)

---

[5]
2 unconnected molecules or ions with the total composition H3NO3Si. Source: the Open Molecules 2025 dataset; level of theory: ωB97M-V/def2-TZVPD.

Properties
LUMO level = -0.89 eV
HOMO-LUMO gap = 10.4 eV
energy above the lowest of the compared OMol25 structures with the same formula, charge and spin = 42.5 kcal per mole

CARTESIAN COORDINATES (ANGSTROEM)
O (0.90, -1.98, -0.50)
N (1.47, -0.98, -0.16)
O (1.09, 0.08, -0.93)
Si (-0.41, 0.76, -1.02)
O (-1.07, 1.20, 0.27)
H (-0.36, 0.91, -2.39)
H (-0.65, 0.22, 2.11)
H (-0.96, -0.22, 2.61)

---

Q: Which formula does entry 3 have?
A: C7H28BrN14O7